Record 1
Here is a structure of composition C26H23N4NiO2S2 in a non-equilibrium geometry from the Open Molecules 2025 dataset. Energies are from the ωB97M-V functional and the def2-TZVPD basis.

The geometry in ORCA input format:
```
! RIJCOSX wB97M-V def2-TZVPD def2/J DEFGRID3
* xyz 1 3
Ni -1.23 -0.69 0.03
C 3.40 2.39 -4.03
C 2.87 1.38 -3.04
C 1.92 0.44 -3.42
C 1.42 -0.48 -2.51
C 1.89 -0.45 -1.20
C 2.87 0.45 -0.81
C 3.35 1.36 -1.73
S 1.22 -1.58 -0.02
O 2.26 -2.42 0.50
O 0.08 -2.27 -0.69
N 0.42 -0.74 1.07
C 0.78 0.35 1.85
C 1.94 0.53 2.55
C 2.10 1.66 3.38
C 1.11 2.59 3.52
C -0.11 2.43 2.81
C -1.20 3.33 2.90
C -2.33 3.10 2.18
C -2.38 1.98 1.33
N -1.39 1.13 1.21
C -0.26 1.33 1.96
H 2.83 2.37 -4.95
H 4.44 2.18 -4.27
H 3.36 3.40 -3.61
H 1.56 0.43 -4.44
H 0.69 -1.22 -2.80
H 3.25 0.44 0.20
H 4.12 2.07 -1.43
H 2.73 -0.21 2.48
H 3.02 1.78 3.93
H 1.23 3.44 4.18
H -1.12 4.20 3.55
H -3.18 3.76 2.24
H -3.27 1.78 0.74
S -3.11 -1.85 0.86
C -2.11 -2.74 1.96
N -1.36 -3.77 1.50
C -0.50 -4.49 2.26
C -0.41 -4.24 3.59
C -1.19 -3.21 4.13
C -2.04 -2.48 3.33
H -1.36 -3.91 0.50
H 0.08 -5.24 1.75
H 0.27 -4.82 4.21
H -1.12 -2.99 5.19
H -2.64 -1.68 3.72
C -2.08 0.32 -4.50
C -2.27 -0.97 -4.02
C -2.24 -1.18 -2.66
N -2.05 -0.19 -1.78
C -1.89 1.05 -2.24
C -1.90 1.35 -3.59
H -2.09 0.52 -5.56
H -2.43 -1.80 -4.69
H -2.39 -2.17 -2.24
H -1.76 1.83 -1.50
H -1.78 2.38 -3.91
*
```

## Properties
DFT total energy	-100100.920	eV
E_HOMO (alpha / beta)	-10.778 / -10.851	eV
orbital gap (alpha / beta)	8.044 / 7.639	eV

Record 2
Here is the molecule C5H11NO from the Open Molecules 2025 dataset. Energies are from the ωB97M-V functional and the def2-TZVPD basis.

The geometry in ORCA input format:
```
! RIJCOSX wB97M-V def2-TZVPD def2/J DEFGRID3
* xyz 0 1
C -2.02 0.35 -0.82
C -1.53 -0.52 0.40
N -0.13 -0.45 0.84
C 0.41 0.87 1.16
C 0.74 0.19 -0.11
C 2.02 -0.42 -0.58
O 2.99 -0.67 0.41
H -2.83 1.04 -0.56
H -2.39 -0.31 -1.61
H -1.28 0.98 -1.30
H -2.16 -0.32 1.28
H -1.68 -1.57 0.14
H -0.28 1.71 1.15
H 1.14 0.90 1.97
H 0.19 0.56 -0.97
H 1.76 -1.33 -1.14
H 2.45 0.29 -1.29
H 2.60 -1.30 1.03
*
```

## Properties
DFT total energy	-8899.045	eV
relative energy (zero: lowest compared OMol25 entry of this formula, charge and spin)	2.652	eV
E_HOMO	-9.155	eV
SMILES string	CCN1C[C@H]1CO
orbital gap	10.154	eV

Record 3
Here is a structure of composition C5H8N in a non-equilibrium geometry from the Open Molecules 2025 dataset. Energies are from the ωB97M-V functional and the def2-TZVPD basis.

The geometry in ORCA input format:
```
! RIJCOSX wB97M-V def2-TZVPD def2/J DEFGRID3
* xyz 1 1
C -0.12 -1.74 0.18
C -1.05 -0.91 0.35
C -0.71 0.90 -0.60
C 0.61 -0.48 -0.35
C 1.79 -0.23 0.51
N -1.74 0.34 0.25
H -0.35 1.87 -0.53
H -0.83 0.51 -1.58
H 0.73 -0.77 -1.44
H 1.62 -0.69 1.54
H 1.95 0.78 0.57
H 2.65 -0.62 0.07
H -2.71 0.30 -0.25
H -1.83 0.75 1.27
*
```

## Properties
DFT total energy	-6790.285	eV
relative energy (zero: lowest compared OMol25 entry of this formula, charge and spin)	7.804	eV
E_HOMO	-14.232	eV
orbital gap	9.722	eV

Look up the DFT total energy of the second one.
-8899.045 eV

Repeat the second record exactly.
Here is the molecule C5H11NO from the Open Molecules 2025 dataset. Energies are from the ωB97M-V functional and the def2-TZVPD basis.

The geometry in ORCA input format:
```
! RIJCOSX wB97M-V def2-TZVPD def2/J DEFGRID3
* xyz 0 1
C -2.02 0.35 -0.82
C -1.53 -0.52 0.40
N -0.13 -0.45 0.84
C 0.41 0.87 1.16
C 0.74 0.19 -0.11
C 2.02 -0.42 -0.58
O 2.99 -0.67 0.41
H -2.83 1.04 -0.56
H -2.39 -0.31 -1.61
H -1.28 0.98 -1.30
H -2.16 -0.32 1.28
H -1.68 -1.57 0.14
H -0.28 1.71 1.15
H 1.14 0.90 1.97
H 0.19 0.56 -0.97
H 1.76 -1.33 -1.14
H 2.45 0.29 -1.29
H 2.60 -1.30 1.03
*
```

## Properties
DFT total energy	-8899.045	eV
relative energy (zero: lowest compared OMol25 entry of this formula, charge and spin)	2.652	eV
E_HOMO	-9.155	eV
SMILES string	CCN1C[C@H]1CO
orbital gap	10.154	eV

DFT total energy of number 2 (C5H11NO)?
-8899.045 eV